DFT (ωB97M-V with the def2-TZVPD basis set) results for 11 unconnected molecules or ions with the total composition C32H48N8O16S3.

**Frontier orbital gap**: 7.9 eV
**Multiplicity**: 1
**SMILES**: C[N+](=O)[O-].C[N+](=O)[O-].O=S1(=O)OCCO1.O=S1(=O)OCCO1.O=S1(=O)OCCO1.c1cc[nH]c1.c1cc[nH]c1.c1cc[nH]c1.c1cc[nH]c1.c1cc[nH]c1.c1cc[nH]c1

Cartesian coordinates (Å):
C: -3.011 1.153 3.263
N: -1.990 1.496 4.344
O: -0.851 1.070 4.239
O: -2.519 2.089 5.311
H: -2.417 0.778 2.430
H: -3.518 2.032 2.867
H: -3.703 0.406 3.653
C: -2.452 4.800 -0.702
N: -1.676 4.404 0.478
O: -2.209 3.616 1.228
O: -0.546 4.746 0.587
H: -2.032 5.382 -1.523
H: -3.349 5.146 -0.189
H: -2.569 3.855 -1.232
O: -2.338 -4.042 2.622
S: -1.356 -3.335 3.431
O: -1.591 -1.989 3.819
O: -0.819 -4.224 4.748
C: 0.588 -4.145 4.961
C: 1.162 -3.333 3.772
O: 0.166 -3.484 2.711
H: 0.795 -3.616 5.892
H: 0.934 -5.167 4.808
H: 2.104 -3.784 3.461
H: 1.306 -2.264 3.923
O: -2.233 -0.173 -4.515
S: -0.975 -0.103 -5.279
O: 0.277 -0.303 -4.631
O: -1.101 -1.053 -6.569
C: -1.607 -0.410 -7.730
C: -0.849 0.880 -7.524
O: -0.921 1.222 -6.202
H: -1.336 -0.879 -8.675
H: -2.676 -0.277 -7.561
H: -1.281 1.683 -8.122
H: 0.184 0.774 -7.853
O: 1.803 2.104 -3.583
S: 1.380 3.199 -2.637
O: 0.154 3.957 -2.901
O: 1.503 2.619 -1.126
C: 2.805 2.319 -0.778
C: 3.608 3.483 -1.345
O: 2.661 4.169 -2.192
H: 2.833 2.579 0.280
H: 3.240 1.328 -0.905
H: 4.319 3.112 -2.084
H: 3.922 4.096 -0.500
C: -2.398 -4.314 -2.888
C: -1.982 -4.747 -1.627
C: -0.639 -4.475 -1.546
N: -0.310 -3.742 -2.640
C: -1.337 -3.737 -3.502
H: -3.410 -4.425 -3.248
H: -2.531 -5.249 -0.844
H: 0.129 -4.876 -0.902
H: 0.566 -3.304 -2.888
H: -1.073 -3.273 -4.441
C: -4.624 -2.374 1.518
C: -4.799 -3.519 0.853
C: -5.067 -3.280 -0.444
N: -5.311 -1.937 -0.567
C: -4.870 -1.313 0.586
H: -4.261 -2.231 2.525
H: -4.739 -4.470 1.362
H: -5.152 -3.899 -1.325
H: -5.578 -1.478 -1.426
H: -4.826 -0.242 0.723
C: 4.277 1.464 2.816
C: 5.179 0.337 2.570
C: 4.459 -0.816 2.222
N: 3.170 -0.445 2.011
C: 3.001 0.875 2.469
H: 4.519 2.487 3.064
H: 6.250 0.348 2.714
H: 4.817 -1.798 1.948
H: 2.424 -1.062 1.723
H: 1.980 1.225 2.512
C: -0.780 0.608 -0.912
C: -0.526 0.698 0.397
C: -1.032 -0.487 0.881
N: -1.615 -1.145 -0.145
C: -1.348 -0.584 -1.316
H: -0.415 1.263 -1.690
H: -0.190 1.559 0.956
H: -1.141 -0.805 1.907
H: -2.172 -1.965 0.047
H: -1.633 -1.081 -2.232
C: 4.111 -2.179 -1.599
C: 3.002 -2.709 -0.804
C: 1.851 -2.083 -1.111
N: 2.189 -0.979 -1.825
C: 3.555 -1.045 -2.157
H: 5.081 -2.590 -1.838
H: 3.103 -3.494 -0.070
H: 0.893 -2.165 -0.620
H: 1.561 -0.205 -1.987
H: 3.996 -0.236 -2.720
C: 1.489 3.846 4.228
C: 1.976 4.956 4.897
C: 2.621 5.710 3.936
N: 2.280 5.317 2.733
C: 1.734 4.060 2.832
H: 0.949 3.010 4.648
H: 1.757 5.151 5.936
H: 3.074 6.684 4.044
H: 2.461 5.745 1.836
H: 1.487 3.494 1.946